Record 1
The following is a quantum chemistry calculation of a 6-piece molecular cluster, C21H38Cl3F3O17PS overall, from OMol25.

Atoms and positions in Å:
C (4.47442, 5.88406, 1.63325)
C (3.12479, 5.31454, 2.22566)
Cl (2.66720, 5.41051, 3.98846)
C (2.19319, 4.70246, 1.36724)
Cl (2.49970, 4.52132, -0.43316)
S (0.56950, 4.05700, 1.95554)
C (-0.68479, 5.25956, 1.30655)
C (-2.04645, 5.24876, 2.15966)
O (-2.45059, 6.53125, 2.62465)
C (-3.21431, 4.61607, 1.29042)
F (-4.38255, 4.68238, 2.07166)
F (-2.99206, 3.24532, 1.06067)
F (-3.38688, 5.22066, 0.04249)
P (0.36465, 2.09626, 1.05688)
O (-0.95430, 1.24994, 1.74511)
Cl (2.07120, 1.01915, 1.73884)
H (5.24034, 5.08061, 1.39366)
H (4.94805, 6.53831, 2.44656)
H (4.33078, 6.54018, 0.71601)
H (-0.23298, 6.30362, 1.45321)
H (-0.84329, 5.07205, 0.20013)
H (-1.91938, 4.59228, 3.08463)
H (-2.63270, 7.14350, 1.88204)
H (-0.66468, 0.89543, 2.62322)
C (8.65920, 4.72786, 4.21741)
O (8.40289, 5.76385, 3.26921)
C (9.49321, 6.45930, 2.90588)
O (10.61252, 6.27650, 3.30531)
O (9.11395, 7.39228, 2.02003)
C (10.18081, 8.21340, 1.54330)
H (7.71113, 4.23603, 4.43622)
H (9.34554, 3.98720, 3.80289)
H (9.05514, 5.14403, 5.14548)
H (10.92755, 7.61107, 1.02282)
H (10.63713, 8.76767, 2.36537)
H (9.75927, 8.92795, 0.83659)
C (-5.15261, 1.17813, 0.48539)
O (-4.99365, -0.14483, -0.02549)
C (-4.52441, -1.02757, 0.86740)
O (-4.24095, -0.79208, 2.01545)
O (-4.42462, -2.21897, 0.25924)
C (-3.93362, -3.26526, 1.09709)
H (-5.53581, 1.80347, -0.32129)
H (-5.87442, 1.19109, 1.30448)
H (-4.19387, 1.58255, 0.80966)
H (-4.60593, -3.43087, 1.94080)
H (-2.92460, -3.03756, 1.44688)
H (-3.89529, -4.17712, 0.50148)
C (0.12177, -3.14275, -0.00778)
O (0.86906, -4.07945, 0.76261)
C (0.61421, -5.36418, 0.46239)
O (-0.16265, -5.75476, -0.37019)
O (1.37424, -6.13365, 1.24992)
C (1.20324, -7.53702, 1.03581)
H (0.40715, -2.14207, 0.31861)
H (0.35766, -3.24082, -1.06923)
H (-0.94920, -3.27022, 0.16304)
H (1.48075, -7.80837, 0.01581)
H (0.17548, -7.83671, 1.24772)
H (1.86521, -8.06058, 1.72526)
C (-5.79068, 2.14822, -6.22788)
O (-5.33370, 0.82192, -5.96965)
C (-5.47587, 0.42988, -4.69506)
O (-5.93984, 1.08960, -3.79872)
O (-5.01172, -0.82312, -4.59240)
C (-5.10223, -1.37403, -3.27858)
H (-5.62679, 2.35552, -7.28516)
H (-6.85870, 2.23522, -6.01965)
H (-5.22280, 2.87282, -5.64091)
H (-6.14295, -1.42735, -2.95381)
H (-4.50811, -0.78996, -2.57384)
H (-4.69971, -2.38630, -3.31297)
C (-1.17516, -7.54720, -3.24396)
O (-1.05393, -8.87908, -3.74173)
C (-0.60975, -9.76447, -2.83832)
O (-0.32031, -9.52368, -1.69282)
O (-0.54353, -10.96478, -3.43185)
C (-0.08222, -12.01306, -2.58135)
H (-1.54035, -6.91955, -4.05692)
H (-1.89571, -7.50586, -2.42514)
H (-0.20429, -7.16593, -2.92250)
H (-0.75902, -12.14932, -1.73570)
H (0.93264, -11.80935, -2.23436)
H (-0.06959, -12.93287, -3.16564)

Summary:
- 2S+1: 1
- Kohn-Sham gap: 7.387 eV
- Energy: -4521.5040 Eh
- ΔE to the lowest compared entry with this formula, charge and spin: 2.348 eV
- HOMO energy: -11.974 eV
- Charge: +1


Record 2
The following is a quantum chemistry calculation of C21H38CoN2O6S as an isolated structure, from OMol25.

Atoms and positions in Å:
Co (-0.28138, -0.20232, -0.24874)
C (-1.90402, 0.88077, 1.72831)
N (-1.16346, -0.39010, 1.57559)
C (-0.37375, -0.62401, 2.80539)
C (-2.08775, -1.53643, 1.42247)
C (-2.82535, -1.41939, 0.11865)
N (-1.83960, -1.26635, -0.98450)
C (-2.53556, -0.59887, -2.11619)
C (-1.43462, -2.61127, -1.46627)
H (-2.63246, 0.81084, 2.54124)
H (-2.43084, 1.14713, 0.81100)
H (-1.19579, 1.67178, 1.96300)
H (-1.05578, -0.68257, 3.65938)
H (0.32516, 0.18774, 2.95900)
H (0.18590, -1.54709, 2.71246)
H (-2.78184, -1.58165, 2.26775)
H (-1.47473, -2.43790, 1.43857)
H (-3.47900, -0.54816, 0.11626)
H (-3.45623, -2.29372, -0.05747)
H (-3.44028, -1.16578, -2.34776)
H (-1.88269, -0.56252, -2.97976)
H (-2.80376, 0.42000, -1.84149)
H (-2.31780, -3.11857, -1.85977)
H (-0.98911, -3.19299, -0.66604)
H (-0.69899, -2.49017, -2.25740)
C (1.18348, 0.36239, -2.59913)
O (-0.02561, 0.41221, -1.89434)
H (1.09345, 0.98207, -3.49528)
H (1.40879, -0.66162, -2.91860)
H (2.02581, 0.73207, -2.00650)
C (3.27798, 2.31051, 4.08638)
C (3.60729, 1.20264, 3.09333)
C (3.29974, 1.57930, 1.65096)
S (1.52132, 1.86027, 1.41088)
O (1.14510, 0.96903, 0.22470)
C (1.47014, 3.53832, 0.73535)
C (1.73581, 3.63321, -0.76315)
C (3.18211, 3.39266, -1.17076)
H (3.65126, 2.06814, 5.08021)
H (2.20003, 2.46814, 4.17583)
H (3.73135, 3.25960, 3.78935)
H (3.08102, 0.27832, 3.33268)
H (4.67324, 0.96879, 3.13795)
H (3.50598, 0.76061, 0.96192)
H (3.83821, 2.47301, 1.33971)
H (2.19268, 4.09778, 1.33561)
H (0.47564, 3.91379, 0.98252)
H (1.41976, 4.63239, -1.06991)
H (1.07710, 2.92650, -1.27576)
H (3.86687, 4.05416, -0.63528)
H (3.31160, 3.57913, -2.23608)
H (3.48848, 2.36308, -0.98464)
O (2.18440, -1.21962, 1.54796)
C (1.82331, -1.91549, 0.61357)
O (0.74939, -1.71823, -0.11980)
C (2.56554, -3.15319, 0.22231)
C (3.53888, -3.62919, 1.08931)
C (4.27922, -4.77641, 0.79785)
C (4.00013, -5.40226, -0.39147)
O (4.58082, -6.51591, -0.90908)
C (3.93153, -6.76946, -2.15901)
O (2.97244, -5.72973, -2.36778)
C (3.03170, -4.92774, -1.26413)
C (2.29341, -3.81057, -0.98982)
H (3.71901, -3.08550, 2.00604)
H (5.03789, -5.15599, 1.46711)
H (3.41943, -7.73076, -2.10904)
H (4.67145, -6.74573, -2.95836)
H (1.54952, -3.43966, -1.67840)

Summary:
- 2S+1: 1
- Kohn-Sham gap (spin up / spin down): 6.701 / 6.694 eV
- Energy: -3164.6420 Eh
- ΔE to the lowest compared entry with this formula, charge and spin: 1.484 eV
- HOMO energy (spin up / spin down): -10.236 / -10.236 eV
- Charge: +1


Record 3
The following is a quantum chemistry calculation of a 6-piece molecular cluster, C21H38F3O16 overall, from OMol25.

Atoms and positions in Å:
O (-0.49308, -2.30751, 0.56269)
H (0.08072, -1.93549, -0.10456)
C (1.58910, -5.19323, 0.72806)
C (0.50732, -5.43648, -0.36850)
O (-0.29057, -6.32823, 0.30331)
C (0.19569, -6.74788, 1.41886)
O (-0.41632, -7.51970, 2.22662)
O (1.33830, -6.20521, 1.70067)
F (1.18655, -6.05350, -1.38489)
H (1.73005, -4.15528, 1.08967)
H (2.59508, -5.67162, 0.38873)
H (0.20378, -4.58755, -0.74392)
C (-2.93044, -2.06428, -1.27211)
C (-3.12994, -0.80827, -0.41994)
O (-4.60213, -0.77689, -0.41698)
C (-5.16951, -1.68538, -1.18195)
O (-6.29031, -1.71823, -1.40069)
O (-4.16109, -2.31191, -1.74526)
F (-2.71784, 0.30284, -1.16642)
H (-2.52311, -2.90908, -0.47746)
H (-2.11653, -1.75118, -1.84683)
H (-2.66498, -0.84473, 0.55068)
C (-2.46813, -3.44538, 2.63485)
C (-1.65401, -2.44335, 3.39177)
O (-1.72680, -3.01993, 4.67217)
C (-2.67325, -3.96449, 4.78358)
O (-2.96350, -4.57016, 5.82178)
O (-3.20826, -4.24747, 3.53567)
F (-2.43672, -1.30068, 3.62764)
H (-1.88508, -4.17615, 2.13733)
H (-3.00136, -2.91991, 1.92166)
H (-0.77621, -2.30321, 3.08564)
C (4.49543, 4.33036, 0.51862)
O (3.36823, 3.67045, 1.03836)
C (3.56831, 2.55131, 1.85680)
C (3.96718, 1.31510, 1.07299)
O (3.19767, 0.98548, 0.16257)
C (3.58759, -0.16919, -0.62647)
C (2.42133, -0.93819, -1.25185)
O (1.64055, 0.29377, -1.85527)
C (0.36999, -0.25464, -2.27574)
H (4.30178, 5.40919, 0.41020)
H (4.86497, 4.11345, -0.50356)
H (5.31667, 4.09568, 1.16679)
H (2.61545, 2.47925, 2.14115)
H (4.07409, 2.57573, 2.89410)
H (4.06615, 0.44460, 1.67934)
H (4.85966, 1.52679, 0.58277)
H (4.17609, -1.00088, -0.03963)
H (4.39135, -0.06210, -1.39800)
H (1.96287, -1.35220, -0.41759)
H (2.68250, -1.61791, -1.85579)
H (-0.23984, -0.69658, -1.45586)
H (0.31156, -1.02931, -2.85089)
H (-0.21567, 0.54741, -2.71079)
C (0.41411, 5.09160, -4.83885)
O (0.05523, 4.50085, -3.55129)
C (-1.29672, 4.90084, -3.19868)
C (-1.69950, 4.07806, -1.89622)
O (-0.80695, 4.29469, -1.04232)
C (-1.20062, 4.17035, 0.30011)
C (-1.23340, 2.67288, 0.90470)
O (-0.11286, 1.99180, 0.67947)
C (-0.02416, 0.90027, 1.62506)
H (-0.07005, 4.24471, -5.45062)
H (1.30109, 4.98403, -4.95473)
H (-0.16098, 6.07177, -5.36935)
H (-2.10796, 4.83863, -3.95757)
H (-1.19843, 5.93056, -2.83849)
H (-1.95795, 3.11676, -2.20798)
H (-2.54380, 4.43890, -1.74849)
H (-2.25952, 4.55215, 0.42090)
H (-0.53286, 4.63895, 0.87154)
H (-2.00480, 2.07618, 0.35286)
H (-1.65496, 2.68584, 1.86462)
H (0.24199, 1.19332, 2.74816)
H (0.85989, 0.14295, 1.45978)
H (-0.91805, 0.36589, 1.49330)

Summary:
- 2S+1: 1
- Kohn-Sham gap: 7.949 eV
- Energy: -2325.9481 Eh
- ΔE to the lowest compared entry with this formula, charge and spin: 2.205 eV
- HOMO energy: -5.542 eV
- Charge: -1


no.,molar mass (g/mol)
1,788.9
2,505.5
3,603.5